(1)
Formula: C9H7F2O4
Source: the OMol25 dataset
Level of theory: ωB97M-V/def2-TZVPD

The geometry in ORCA input format:
```
! wB97M-V def2-TZVPD RIJCOSX def2/J DEFGRID3
* xyz -1 1
O -0.58025 -3.25600 -0.63253
C -0.08171 -2.34580 -0.00334
O 1.06509 -1.91018 0.21097
C -1.15752 -1.51934 0.83845
O -0.55408 -0.94050 1.96841
O -2.13438 -2.40810 1.08670
C -1.53066 -0.27188 -0.08175
F -2.57512 0.36932 0.53309
F -2.06028 -0.72120 -1.24672
C -0.30533 0.58404 -0.24639
C 0.54357 0.40179 -1.34065
C 1.62403 1.29411 -1.54617
C 1.76693 2.38954 -0.69788
C 1.11692 2.43580 0.50670
C 0.12030 1.49281 0.74852
H 0.29830 -1.17395 1.76436
H -2.03484 -3.26899 0.65246
H 0.35995 -0.34732 -2.07205
H 2.34889 1.27339 -2.25922
H 2.62097 3.16326 -0.93602
H 1.53198 3.19936 1.07708
H -0.38278 1.55985 1.67598
*
```

## Properties
molecular weight: 217.15 g/mol
energy relative to the best compared isomer or geometry (same formula, charge and spin): 0.212 eV
SMILES: O=C([O-])C(O)(O)C(F)(F)c1ccccc1
E_HOMO: -4.8 eV
LUMO energy: 3.5 eV
HOMO-LUMO gap: 8.219 eV

Just the natural (NBO) charges please, in e? Sure, here they are:
1. O -0.74
2. C 0.73
3. O -0.77
4. C 0.33
5. O -0.73
6. O -0.73
7. C 0.64
8. F -0.35
9. F -0.34
10. C -0.10
11. C -0.14
12. C -0.24
13. C -0.19
14. C -0.26
15. C -0.15
16. H 0.49
17. H 0.51
18. H 0.23
19. H 0.20
20. H 0.18
21. H 0.21
22. H 0.23



(2)
Formula: C11H24FIN2O3P
Source: the OMol25 dataset
Level of theory: ωB97M-V/def2-TZVPD

The geometry in ORCA input format:
```
! wB97M-V def2-TZVPD RIJCOSX def2/J DEFGRID3
* xyz -1 1
N 6.99268 -1.07608 1.92709
P 6.32986 -0.62635 0.48890
C 4.44577 -0.22260 0.77696
C 4.42277 0.95514 1.92396
C 4.52225 2.48913 1.31241
F 5.59919 2.65910 0.29346
N 3.91167 0.19530 -0.57523
C 2.43874 0.53895 -0.54863
C 1.43059 -0.70504 -0.91835
C 0.06291 -0.46717 0.01426
I -1.49597 -1.96887 -0.30751
C 3.79224 -1.64148 1.34737
O 3.96684 -2.74704 0.59497
O 3.05687 -1.77649 2.61825
H 6.26638 -1.08357 2.67949
H 7.08606 0.56321 0.08777
H 6.52813 -1.65511 -0.51816
H 3.36839 0.89395 2.46269
H 5.22774 0.83745 2.76638
H 4.67052 3.20490 2.25415
H 3.43486 2.72509 0.88076
H 4.11288 -0.59705 -1.22850
H 2.27587 1.35591 -1.40376
H 2.06069 1.03659 0.44121
H 1.05938 -0.65669 -2.02750
H 1.90212 -1.77322 -0.74045
H -0.37288 0.57775 -0.36333
H 0.34295 -0.29388 1.15436
C -6.70407 0.49451 0.76513
C -5.82589 0.88791 -0.40933
O -5.26897 -0.22701 -1.09916
C -6.19587 -1.12727 -1.70320
C -7.05938 -0.48300 -2.77007
H -6.17375 -0.18762 1.43587
H -7.00705 1.37973 1.32956
H -7.61180 -0.01504 0.43176
H -4.97752 1.46964 -0.02984
H -6.36084 1.54012 -1.10583
H -6.80851 -1.61220 -0.93747
H -5.59973 -1.91926 -2.16866
H -7.74083 0.25828 -2.34045
H -7.66576 -1.23690 -3.28340
H -6.43955 0.03629 -3.50790
*
```

## Properties
molecular weight: 409.20 g/mol
E_HOMO: -4.8 eV
LUMO energy: 2.3 eV
HOMO-LUMO gap: 7.049 eV

Just the natural (NBO) charges please, in e? Sure, here they are:
1. N -1.35
2. P 1.25
3. C -0.22
4. C -0.48
5. C 0.03
6. F -0.40
7. N -0.67
8. C -0.23
9. C -0.45
10. C -0.55
11. I 0.06
12. C 0.70
13. O -0.75
14. O -0.80
15. H 0.37
16. H -0.04
17. H -0.03
18. H 0.26
19. H 0.25
20. H 0.17
21. H 0.17
22. H 0.38
23. H 0.19
24. H 0.21
25. H 0.20
26. H 0.27
27. H 0.21
28. H 0.25
29. C -0.64
30. C -0.06
31. O -0.53
32. C -0.06
33. C -0.64
34. H 0.22
35. H 0.21
36. H 0.20
37. H 0.19
38. H 0.15
39. H 0.16
40. H 0.19
41. H 0.20
42. H 0.21
43. H 0.21



(3)
Formula: C5H14NO2
Source: the OMol25 dataset
Level of theory: ωB97M-V/def2-TZVPD

The geometry in ORCA input format:
```
! wB97M-V def2-TZVPD RIJCOSX def2/J DEFGRID3
* xyz -1 1
C 0.04499 -0.30813 0.41101
N 0.57902 0.99616 0.01725
C -0.37542 2.12166 0.13521
O -0.32768 2.62685 1.41655
C 0.83162 -1.44747 -0.21811
C 0.11440 -2.83329 -0.31520
C -1.02578 -2.76667 -1.36795
H 0.20862 -0.46761 1.50054
H -0.96624 -0.43714 0.03038
H 1.36510 1.22679 0.60648
H -0.08058 2.93836 -0.52903
H -1.36741 1.77656 -0.13194
H 1.74856 -1.75295 0.36866
H 1.31671 -1.20348 -1.16710
H 0.89992 -3.51864 -0.65678
H -0.34963 -3.10959 0.63798
H -1.78435 -1.95989 -1.14835
H -1.57759 -3.69483 -1.38248
H -0.60983 -2.62878 -2.37328
H 0.15239 5.55649 1.53196
H 0.37212 3.97007 1.31934
O 0.83106 4.91555 1.31487
*
```

## Properties
molecular weight: 120.17 g/mol
energy relative to the best compared isomer or geometry (same formula, charge and spin): 0.597 eV
E_HOMO: -3.2 eV
LUMO energy: 3.5 eV
HOMO-LUMO gap: 6.709 eV

Just the natural (NBO) charges please, in e? Sure, here they are:
1. C -0.23
2. N -0.68
3. C 0.11
4. O -0.96
5. C -0.39
6. C -0.39
7. C -0.61
8. H 0.17
9. H 0.18
10. H 0.36
11. H 0.11
12. H 0.10
13. H 0.17
14. H 0.20
15. H 0.19
16. H 0.19
17. H 0.21
18. H 0.19
19. H 0.20
20. H 0.44
21. H 0.51
22. O -1.06



(4)
Formula: C24H54ClLiN2O13
Source: the OMol25 dataset
Level of theory: ωB97M-V/def2-TZVPD

The geometry in ORCA input format:
```
! wB97M-V def2-TZVPD RIJCOSX def2/J DEFGRID3
* xyz 0 1
Li 0.44714 -0.44681 -1.58653
Cl 1.42440 -1.99519 0.23339
O 2.77112 -2.40356 0.12974
O 1.37210 -0.54504 0.05887
O 0.60906 -2.57469 -0.82479
O 0.92382 -2.30129 1.56003
C -0.43712 1.45196 3.32214
C 0.39161 2.29297 4.24803
N 1.69987 2.50756 3.71757
C 2.41694 1.27650 3.50712
C 2.53248 0.32855 4.81267
C 2.47736 3.46799 4.45911
C 3.70172 4.01402 3.79175
H 0.02928 0.51651 3.08247
H -0.72375 1.98117 2.40479
H -1.31210 1.15877 3.90914
H -0.21848 3.26134 4.31375
H 0.50770 1.97166 5.28640
H 1.93263 0.70206 2.71735
H 3.48528 1.45735 3.22894
H 3.07736 -0.51226 4.51801
H 3.07370 0.83771 5.56954
H 1.46450 0.08137 5.04595
H 2.67665 3.00980 5.45819
H 1.79051 4.27597 4.75949
H 4.07758 4.79219 4.52879
H 3.41255 4.38166 2.83339
H 4.55319 3.30342 3.64873
C 0.10255 3.89895 -0.12807
C 0.37294 2.40422 -0.35427
N 0.47779 2.03172 -1.74978
C -0.71072 2.41000 -2.48022
C -0.83962 1.73861 -3.82021
C 1.64958 2.58565 -2.36676
C 2.87383 2.40359 -1.61668
H 0.19676 3.95593 0.94312
H -0.84758 4.27617 -0.60709
H 0.97618 4.49045 -0.48394
H 1.22509 2.07403 0.22767
H -0.45282 1.77187 0.05330
H -1.54253 2.19758 -1.83064
H -0.72223 3.45377 -2.60244
H -1.87499 1.95065 -4.14945
H -0.21644 2.10817 -4.60503
H -0.72627 0.65778 -3.75636
H 1.46063 3.64658 -2.59476
H 1.69421 2.08864 -3.30724
H 3.75656 2.15288 -2.23128
H 2.84696 1.57912 -0.89937
H 3.23822 3.17795 -0.93360
C -1.38106 -5.03575 1.07357
C -1.82989 -3.67551 0.54616
O -3.28717 -3.55521 0.63851
C -3.96835 -3.64712 -0.53936
O -3.53578 -3.64868 -1.67670
O -5.28773 -3.65058 -0.31166
C -5.87337 -3.95354 0.98151
H -1.70478 -5.75685 0.34269
H -1.85083 -5.19933 2.03711
H -0.32828 -4.96789 1.04893
H -1.61595 -3.57641 -0.49208
H -1.44637 -2.83209 1.10428
H -5.45969 -4.91679 1.32252
H -6.90170 -4.06842 0.84881
H -5.55981 -3.18886 1.71796
C 4.97867 -0.92037 -3.46526
C 4.17754 -1.67318 -2.40227
O 3.07729 -2.38961 -3.14354
C 1.94463 -1.78388 -3.33984
O 1.75246 -0.61908 -3.11397
O 1.02926 -2.49218 -3.98461
C 1.20189 -3.92622 -4.01876
H 5.58496 -1.59702 -4.12213
H 5.72433 -0.31715 -3.00874
H 4.28271 -0.31340 -3.98607
H 3.80399 -0.95439 -1.70836
H 4.64155 -2.50087 -1.83468
H 1.79343 -4.24556 -3.14816
H 1.71843 -4.16704 -4.97177
H 0.21082 -4.33918 -4.01463
C -4.69354 -0.08281 1.30619
C -3.94125 1.13349 0.78658
O -2.66457 0.71099 0.25128
C -2.63314 0.03273 -0.90898
O -1.58898 -0.39774 -1.35948
O -3.78646 -0.11359 -1.53127
C -3.70013 -0.67450 -2.83453
H -5.62750 0.34256 1.71847
H -4.12183 -0.62698 2.06199
H -4.89062 -0.69637 0.41729
H -3.63664 1.73154 1.59763
H -4.54303 1.57534 0.09478
H -4.63999 -0.28923 -3.27028
H -3.64320 -1.75149 -2.69969
H -2.87550 -0.32779 -3.45035
*
```

## Properties
molecular weight: 621.09 g/mol
E_HOMO: -7.9 eV
LUMO energy: 0.5 eV
HOMO-LUMO gap: 8.396 eV

Just the Mulliken charges please, in e? Sure, here they are:
1. Li 0.57
2. Cl 1.80
3. O -0.75
4. O -0.80
5. O -0.59
6. O -0.73
7. C -0.41
8. C -1.01
9. N 0.65
10. C -0.11
11. C -1.48
12. C -0.62
13. C -1.19
14. H 0.17
15. H -0.13
16. H 0.47
17. H 0.33
18. H 0.49
19. H -0.53
20. H 0.58
21. H 0.55
22. H 0.36
23. H 0.25
24. H 0.35
25. H 0.43
26. H 0.36
27. H 0.26
28. H 0.27
29. C -1.62
30. C 0.13
31. N 1.45
32. C -0.99
33. C -1.34
34. C -0.79
35. C -1.18
36. H 0.49
37. H 0.25
38. H 0.34
39. H 0.23
40. H -0.41
41. H 0.41
42. H 0.60
43. H 0.44
44. H 0.50
45. H -0.09
46. H 0.55
47. H 0.48
48. H 0.33
49. H 0.01
50. H 0.29
51. C -1.50
52. C 0.01
53. O -0.27
54. C 0.82
55. O -0.66
56. O -0.36
57. C -0.64
58. H 0.38
59. H 0.33
60. H 0.40
61. H 0.34
62. H 0.26
63. H 0.31
64. H 0.28
65. H 0.22
66. C -1.24
67. C 0.06
68. O -0.38
69. C 0.81
70. O -0.48
71. O -0.24
72. C -0.77
73. H 0.32
74. H 0.40
75. H 0.32
76. H -0.02
77. H 0.39
78. H 0.31
79. H 0.27
80. H 0.28
81. C -0.89
82. C -0.72
83. O 0.02
84. C 0.41
85. O 0.19
86. O -0.46
87. C -0.49
88. H 0.44
89. H 0.29
90. H 0.18
91. H 0.37
92. H 0.43
93. H 0.25
94. H 0.23
95. H 0.14



(5)
Formula: C4H7ClOS
Source: the OMol25 dataset
Level of theory: ωB97M-V/def2-TZVPD

The geometry in ORCA input format:
```
! wB97M-V def2-TZVPD RIJCOSX def2/J DEFGRID3
* xyz 0 1
C -0.96501 1.21569 -0.22564
C -0.11208 1.09062 -1.44778
C 0.78505 0.14793 -1.71318
Cl 1.15561 -1.17467 -0.64828
H -0.77652 2.17110 0.27747
H -2.02658 1.19817 -0.49621
H -0.77503 0.40782 0.48389
H -0.22968 1.85334 -2.21492
H 1.36411 0.11961 -2.62648
O -0.69210 -1.38522 1.71197
C 0.62947 -1.56203 1.71192
S 1.33761 -3.00599 1.59571
H -0.89855 -0.44501 1.79165
H 1.20371 -0.63135 1.79989
*
```

## Properties
molecular weight: 138.62 g/mol
energy relative to the best compared isomer or geometry (same formula, charge and spin): 1.888 eV
SMILES: C/C=C\Cl.OC=S
E_HOMO: -8.7 eV
LUMO energy: 0.5 eV
HOMO-LUMO gap: 9.260 eV

Just the natural (NBO) charges please, in e? Sure, here they are:
1. C -0.64
2. C -0.20
3. C -0.23
4. Cl 0.02
5. H 0.23
6. H 0.23
7. H 0.18
8. H 0.22
9. H 0.22
10. O -0.65
11. C 0.03
12. S -0.06
13. H 0.48
14. H 0.17



(6)
Formula: C4H6N2OS
Source: the OMol25 dataset
Level of theory: ωB97M-V/def2-TZVPD

The geometry in ORCA input format:
```
! wB97M-V def2-TZVPD RIJCOSX def2/J DEFGRID3
* xyz 0 1
N -0.24967 -1.73279 2.63322
C -0.13857 -0.96725 1.44050
C -0.32264 -1.57320 0.11149
C -0.24905 -0.52535 -0.74210
O -0.45036 -0.55036 -2.06198
N -0.05298 0.68586 -0.16024
S 0.66079 1.99808 -1.11139
C 0.02058 0.44950 1.21580
H -0.42937 -1.02019 3.39532
H -1.09071 -2.37520 2.60271
H -0.55629 -2.61220 -0.22771
H -0.79359 -1.46881 -2.25475
H 2.12433 1.64152 -0.61624
H 0.03251 1.29483 1.91369
*
```

## Properties
molecular weight: 130.17 g/mol
energy relative to the best compared isomer or geometry (same formula, charge and spin): 3.342 eV
SMILES: Nc1cc(O)n(S)c1
E_HOMO: -7.4 eV
LUMO energy: 0.5 eV
HOMO-LUMO gap: 7.875 eV

Just the natural (NBO) charges please, in e? Sure, here they are:
1. N -0.81
2. C 0.14
3. C -0.44
4. C 0.46
5. O -0.66
6. N -0.50
7. S 0.18
8. C -0.20
9. H 0.37
10. H 0.37
11. H 0.22
12. H 0.49
13. H 0.14
14. H 0.22



Question: Which formula does entry 5 have?
Answer: C4H7ClOS